(1)
Molecular formula: C21H52B3O16S4
Method: DFT, the ωB97M-V functional and the def2-TZVPD basis

Computed properties:
LUMO energy	1.5	eV
energy relative to the best compared isomer or geometry (same formula, charge and spin)	131.3	kJ/mol
frontier orbital gap	5.7	eV
charge	-1

Each line ends with the Löwdin charge.
Element x y z (Å)
C -5.761 3.083 1.221  -0.125
O -5.110 3.334 -0.018  -0.196
C -3.728 3.018 0.151  -0.240
C -2.966 3.183 -1.200  -0.161
C -1.949 2.014 -1.459  -0.207
C -0.458 2.509 -1.662  -0.203
C 0.477 1.366 -1.174  -0.222
C 2.011 1.709 -1.284  -0.176
C 2.776 0.330 -1.206  -0.123
C 4.294 0.403 -1.585  -0.437
C 4.703 1.364 -2.722  0.010
B 5.250 2.758 -2.168  -0.537
O 4.618 3.552 -1.183  0.115
O 6.480 3.267 -2.711  0.081
O 5.099 0.560 -0.417  -0.095
B 6.319 -0.311 -0.589  -0.662
O 6.074 -1.060 -1.857  -0.135
C 4.650 -1.136 -1.897  -0.626
S 4.272 -2.296 -0.461  0.835
C 4.258 -1.684 -3.318  -0.035
B 4.158 -3.272 -3.387  -0.597
O 5.185 -3.983 -4.073  0.108
O 3.087 -4.040 -2.836  0.061
H -6.856 2.986 1.076  0.090
H -5.608 3.925 1.929  0.080
H -5.415 2.147 1.696  0.061
H -3.634 1.976 0.524  0.113
H -3.258 3.707 0.889  0.126
H -2.392 4.129 -1.261  0.100
H -3.738 3.188 -1.995  0.107
H -2.298 1.446 -2.348  0.107
H -1.959 1.273 -0.629  0.093
H -0.323 3.462 -1.113  0.106
H -0.353 2.667 -2.755  0.111
H 0.233 0.984 -0.166  0.112
H 0.326 0.517 -1.881  0.111
H 2.324 2.308 -0.404  0.116
H 2.226 2.267 -2.210  0.101
H 2.286 -0.309 -1.978  0.109
H 2.587 -0.099 -0.207  0.111
H 3.842 1.559 -3.399  0.118
H 5.544 0.879 -3.259  0.124
H 5.159 3.513 -0.393  0.099
H 7.165 2.787 -2.232  0.084
H 6.712 -0.911 0.373  0.042
H 7.213 0.491 -0.857  0.057
H 5.239 -3.266 -0.626  -0.073
H 3.305 -1.245 -3.695  0.113
H 5.036 -1.349 -4.037  0.117
H 5.252 -4.855 -3.679  0.075
H 3.418 -4.400 -2.008  0.047
O -7.061 -1.917 1.815  -0.272
S -7.309 -0.914 2.812  0.594
O -6.541 0.297 2.863  -0.279
O -7.286 -1.608 4.264  -0.267
C -6.128 -2.370 4.629  -0.263
C -4.955 -1.483 5.003  -0.074
C -9.025 -0.493 2.795  -0.120
H -5.860 -3.063 3.827  0.116
H -6.416 -2.971 5.492  0.120
H -4.590 -0.928 4.139  0.072
H -4.131 -2.082 5.392  0.082
H -5.251 -0.751 5.757  0.082
H -9.612 -1.408 2.799  0.073
H -9.214 0.075 1.886  0.077
H -9.245 0.116 3.669  0.074
O 10.611 -7.599 -4.410  -0.280
S 9.343 -8.207 -4.706  0.587
O 9.029 -8.678 -6.026  -0.285
O 8.169 -7.232 -4.204  -0.266
C 8.163 -5.871 -4.669  -0.247
C 7.675 -5.767 -6.101  -0.072
C 9.045 -9.513 -3.554  -0.127
H 9.152 -5.422 -4.553  0.119
H 7.483 -5.322 -4.018  0.107
H 8.379 -6.235 -6.791  0.067
H 7.562 -4.722 -6.392  0.086
H 6.718 -6.275 -6.221  0.085
H 9.242 -9.147 -2.549  0.073
H 9.722 -10.328 -3.801  0.073
H 8.013 -9.840 -3.656  0.073
O -9.304 5.380 4.766  -0.281
S -8.000 5.980 4.692  0.591
O -6.969 5.428 3.861  -0.276
O -7.426 6.160 6.184  -0.266
C -7.374 5.005 7.031  -0.264
C -6.224 4.083 6.670  -0.072
C -8.174 7.697 4.313  -0.122
H -8.329 4.474 7.009  0.114
H -7.235 5.376 8.047  0.120
H -6.375 3.631 5.689  0.070
H -6.132 3.280 7.402  0.080
H -5.285 4.637 6.630  0.086
H -8.925 8.128 4.970  0.073
H -8.489 7.773 3.275  0.077
H -7.211 8.184 4.447  0.075

***

(2)
Molecular formula: C21H53AsF6MgN3O18
Method: DFT, the ωB97M-V functional and the def2-TZVPD basis

Computed properties:
LUMO energy	2.0	eV
energy relative to the best compared isomer or geometry (same formula, charge and spin)	34.5	kJ/mol
frontier orbital gap	8.3	eV
charge	-1

Each line ends with the Löwdin charge.
Element x y z (Å)
Mg -13.401 -8.270 -14.292  0.546
N -16.350 -8.695 -13.134  -0.521
O -15.303 -8.281 -13.694  -0.060
O -17.192 -9.305 -13.790  0.013
O -16.500 -8.499 -11.922  -0.006
N -13.281 -11.098 -12.841  -0.537
O -13.020 -9.945 -13.310  -0.097
O -13.452 -11.211 -11.632  0.038
O -13.367 -12.049 -13.619  0.010
As -14.569 -5.776 -16.817  0.766
F -16.008 -6.723 -16.828  -0.218
F -13.895 -6.803 -15.521  -0.246
F -13.082 -4.875 -16.741  -0.247
F -15.163 -4.762 -18.086  -0.242
F -15.235 -4.714 -15.621  -0.234
F -13.842 -6.890 -17.946  -0.238
C -19.483 -9.323 -11.566  0.040
N -20.547 -8.833 -12.473  -0.432
O -20.584 -7.639 -12.674  0.067
O -21.357 -9.626 -12.931  0.038
H -18.486 -9.001 -11.859  0.055
H -19.527 -10.404 -11.489  0.075
H -19.795 -8.938 -10.594  0.104
C -20.419 -14.423 -12.923  -0.128
O -19.778 -13.731 -13.960  -0.170
C -19.942 -12.334 -13.786  -0.213
C -19.194 -11.537 -14.832  -0.209
O -19.507 -11.992 -16.133  -0.170
C -18.721 -11.333 -17.096  -0.110
H -21.483 -14.159 -12.903  0.088
H -19.934 -14.214 -11.960  0.079
H -20.358 -15.504 -13.059  0.083
H -19.510 -12.067 -12.816  0.102
H -21.007 -12.082 -13.816  0.119
H -18.127 -11.649 -14.615  0.118
H -19.539 -10.503 -14.752  0.118
H -18.963 -10.261 -17.126  0.094
H -18.998 -11.697 -18.085  0.083
H -17.654 -11.461 -16.896  0.078
C -15.004 -9.981 -16.339  -0.038
O -13.775 -9.448 -15.842  -0.258
C -12.688 -9.715 -16.715  -0.149
C -11.396 -9.103 -16.157  -0.115
O -11.697 -8.043 -15.250  -0.254
C -10.881 -6.910 -15.443  -0.059
H -15.527 -9.195 -16.881  0.096
H -15.553 -10.426 -15.514  0.088
H -14.831 -10.803 -17.043  0.096
H -12.928 -9.309 -17.702  0.125
H -12.576 -10.796 -16.843  0.137
H -10.839 -8.741 -17.021  0.133
H -10.829 -9.847 -15.596  0.137
H -11.015 -6.524 -16.455  0.100
H -9.817 -7.180 -15.363  0.101
H -11.015 -6.137 -14.693  0.095
C -15.340 -9.216 -8.903  -0.098
O -14.809 -10.468 -8.534  -0.157
C -15.443 -11.015 -7.426  -0.227
C -14.564 -12.065 -6.731  -0.204
O -13.788 -12.725 -7.703  -0.171
C -13.095 -13.808 -7.147  -0.125
H -14.746 -8.828 -9.722  0.076
H -15.347 -8.506 -8.059  0.083
H -16.391 -9.337 -9.192  0.085
H -16.479 -11.366 -7.509  0.112
H -15.572 -10.201 -6.678  0.114
H -15.238 -12.795 -6.266  0.102
H -13.910 -11.634 -5.962  0.121
H -13.739 -14.428 -6.509  0.084
H -12.265 -13.468 -6.508  0.083
H -12.679 -14.405 -7.956  0.086
C -17.833 -14.002 -7.174  -0.120
O -16.701 -13.910 -8.004  -0.204
C -16.912 -14.547 -9.257  -0.200
C -15.675 -14.399 -10.124  -0.194
O -15.310 -13.083 -10.481  -0.168
C -16.287 -12.426 -11.254  -0.103
H -17.940 -15.033 -6.815  0.087
H -18.755 -13.695 -7.683  0.089
H -17.693 -13.312 -6.342  0.080
H -17.782 -14.112 -9.757  0.102
H -17.110 -15.612 -9.071  0.126
H -15.848 -14.977 -11.049  0.127
H -14.789 -14.835 -9.665  0.121
H -16.355 -12.785 -12.288  0.096
H -16.028 -11.368 -11.234  0.078
H -17.297 -12.474 -10.825  0.070
C -9.055 -8.866 -12.666  -0.098
O -10.419 -8.521 -12.771  -0.193
C -10.779 -7.513 -11.856  -0.193
C -12.289 -7.376 -11.729  -0.142
O -12.977 -6.978 -12.919  -0.238
C -13.295 -5.588 -12.894  -0.041
H -8.862 -9.554 -13.487  0.089
H -8.886 -9.442 -11.746  0.092
H -8.396 -7.993 -12.660  0.088
H -10.369 -6.571 -12.260  0.128
H -10.390 -7.715 -10.852  0.135
H -12.481 -6.640 -10.946  0.132
H -12.667 -8.344 -11.391  0.131
H -13.724 -5.292 -13.845  0.072
H -12.434 -4.941 -12.706  0.102
H -14.039 -5.425 -12.111  0.111

***

(3)
Molecular formula: C21H53BF4O16PS7
Method: DFT, the ωB97M-V functional and the def2-TZVPD basis

Computed properties:
LUMO energy	1.4	eV
frontier orbital gap	5.8	eV
charge	-1

Each line ends with the Löwdin charge.
Element x y z (Å)
O 6.593 -2.946 3.418  -0.081
C 7.127 -2.203 2.278  -0.244
C 6.491 -0.757 1.953  -0.197
B 4.934 -0.476 2.335  -1.275
S 4.577 -0.468 4.220  0.575
C 3.798 -1.259 1.458  -0.246
C 3.958 -2.869 1.295  -0.179
C 3.574 -3.748 2.653  -0.119
F 4.416 -4.999 2.730  -0.178
P 4.667 1.409 1.856  0.291
S 5.366 2.628 3.202  -0.009
C 8.764 -1.968 2.534  -0.176
F 9.321 -0.931 1.604  -0.011
F 9.395 -3.269 2.097  -0.040
F 9.105 -1.732 3.956  0.013
H 6.672 -2.454 4.287  0.101
H 7.086 -2.858 1.281  0.166
H 7.145 0.065 2.520  0.114
H 6.626 -0.495 0.797  0.122
H 5.570 0.281 4.889  -0.133
H 2.751 -1.068 1.999  0.090
H 3.731 -0.715 0.401  0.112
H 4.991 -3.222 0.812  0.114
H 3.140 -3.205 0.490  0.107
H 3.767 -3.178 3.655  0.091
H 2.418 -4.044 2.661  0.125
H 5.369 1.568 0.585  -0.024
H 3.249 1.659 1.665  -0.029
O -0.054 1.962 2.565  -0.296
S -0.265 0.531 2.597  0.627
O 0.268 -0.349 1.578  -0.288
O -1.859 0.233 2.764  -0.264
C -2.762 0.818 1.837  -0.274
C -2.764 0.069 0.518  -0.072
C 0.242 -0.081 4.185  -0.108
H -2.537 1.880 1.690  0.103
H -3.761 0.759 2.283  0.123
H -1.810 0.188 -0.003  0.073
H -3.556 0.443 -0.138  0.070
H -2.913 -1.003 0.680  0.087
H -0.201 0.545 4.963  0.076
H 1.331 -0.028 4.235  0.055
H -0.086 -1.117 4.286  0.078
O -1.869 -0.283 -4.359  -0.283
S -2.697 0.880 -4.125  0.623
O -3.481 1.037 -2.918  -0.293
O -3.670 1.107 -5.413  -0.268
C -4.488 0.031 -5.847  -0.279
C -5.708 -0.131 -4.960  -0.070
C -1.703 2.335 -4.340  -0.120
H -3.912 -0.899 -5.902  0.120
H -4.816 0.268 -6.865  0.084
H -5.423 -0.463 -3.957  0.071
H -6.396 -0.871 -5.378  0.082
H -6.235 0.822 -4.847  0.089
H -1.148 2.250 -5.277  0.074
H -1.009 2.398 -3.499  0.078
H -2.354 3.211 -4.352  0.076
O -0.172 6.361 2.096  -0.278
S -0.991 5.951 0.976  0.629
O -0.938 6.625 -0.303  -0.300
O -2.546 5.866 1.459  -0.270
C -3.131 7.004 2.075  -0.283
C -3.511 8.055 1.049  -0.082
C -0.749 4.213 0.704  -0.126
H -2.466 7.419 2.839  0.116
H -4.037 6.661 2.586  0.121
H -2.621 8.491 0.585  0.071
H -4.080 8.864 1.516  0.077
H -4.111 7.615 0.246  0.083
H -0.842 3.689 1.657  0.034
H 0.253 4.072 0.293  0.087
H -1.496 3.860 -0.009  0.073
O -6.539 0.766 -8.341  -0.291
S -6.048 1.842 -9.175  0.625
O -5.958 3.206 -8.697  -0.280
O -6.862 1.835 -10.586  -0.266
C -8.281 1.879 -10.555  -0.280
C -8.786 3.282 -10.276  -0.077
C -4.465 1.374 -9.830  -0.117
H -8.677 1.163 -9.827  0.116
H -8.633 1.563 -11.543  0.123
H -8.535 3.595 -9.258  0.072
H -9.873 3.331 -10.386  0.080
H -8.325 4.003 -10.958  0.086
H -4.538 0.365 -10.242  0.078
H -3.742 1.394 -9.012  0.074
H -4.176 2.090 -10.601  0.077
O 2.121 -5.770 8.025  -0.292
S 3.530 -6.097 8.002  0.622
O 4.537 -5.138 7.599  -0.278
O 3.744 -7.469 7.148  -0.271
C 3.227 -7.536 5.827  -0.279
C 4.115 -6.793 4.847  -0.083
C 3.985 -6.752 9.589  -0.131
H 2.198 -7.163 5.792  0.115
H 3.197 -8.595 5.549  0.119
H 4.092 -5.715 5.036  0.066
H 3.783 -6.962 3.819  0.076
H 5.156 -7.116 4.944  0.091
H 3.261 -7.516 9.877  0.071
H 3.971 -5.931 10.310  0.074
H 4.990 -7.172 9.524  0.073

***

Which value of frontier orbital gap does entry 1 give?
5.7 eV